85
Properties=species:S:1:pos:R:3:forces:R:3 method="wB97M-V/def2-TZVPD" fmax_ev_per_a=4.96 relative_energy_kj_mol=397.4 homo_ev=-8.70 spin_multiplicity=1 gap_ev=8.95 e_lumo_ev=0.25 total_charge=0
C 2.98566 -4.15359 0.87588 -0.92 0.21 -0.41
C 2.06528 -2.89436 0.46542 -0.57 1.40 -0.81
C 2.53737 -2.02214 -0.71825 -3.30 1.33 1.20
C 1.66342 -0.82676 -1.15762 -1.44 -2.18 2.92
C 0.35216 -0.56075 -0.39372 1.71 -2.18 0.72
C -0.12328 -1.43304 0.78639 2.77 -0.92 -0.94
C -1.50389 -1.21292 1.57254 1.66 -1.13 0.78
N -2.70333 -1.37397 0.68842 0.06 -1.24 0.80
N -2.83853 -0.35100 -0.26597 -0.12 0.52 -2.14
S -2.80866 -2.93903 0.00309 1.47 -4.49 -0.31
O -1.89320 -3.17006 -1.15979 -3.06 1.53 2.75
O -2.71508 -4.03205 1.03660 -0.77 4.19 -2.54
F -4.38023 -3.03883 -0.61996 2.89 0.91 1.32
C 0.75164 -2.62311 1.22877 1.39 2.31 -3.24
H 3.05729 -4.27006 2.01587 0.02 0.26 -1.86
H 2.48588 -5.10099 0.45874 0.69 1.34 0.63
H 4.02455 -4.09642 0.38761 -1.56 0.11 0.91
H 3.49433 -2.21702 -1.32451 -1.61 0.09 1.33
H 1.91382 -0.14467 -2.04287 -0.30 -1.30 1.50
H -0.29661 0.30314 -0.74000 1.06 -1.21 0.54
H -1.54632 -0.21002 2.14336 -0.25 -1.39 -1.34
H -1.57898 -2.02852 2.38489 0.16 1.25 -1.33
H -2.38801 -0.64833 -1.15276 -0.11 0.39 0.62
H -2.36073 0.51507 0.02609 -0.39 -0.85 0.26
H 0.47447 -3.32340 2.07948 0.25 1.13 -1.26
O 0.25033 -0.95757 -4.34524 0.00 -0.22 -0.60
S -0.17800 -2.19432 -4.95001 -0.60 -0.64 0.36
O 0.50170 -2.75800 -6.08687 -0.05 0.63 0.35
O -1.75753 -2.09637 -5.28573 0.72 -0.34 0.52
C -2.22000 -0.99368 -6.06284 -0.22 0.74 -0.68
C -1.91857 -1.18062 -7.53824 0.29 -0.09 -0.13
C -0.30013 -3.42854 -3.68905 -0.10 0.11 -0.06
H -1.80012 -0.05639 -5.68718 0.04 -0.15 0.09
H -3.30230 -0.94042 -5.92302 0.15 -0.21 0.26
H -0.84352 -1.14166 -7.72725 -0.08 0.01 0.01
H -2.39458 -0.39632 -8.13125 -0.04 -0.03 0.10
H -2.27258 -2.15441 -7.88538 -0.05 0.10 0.04
H -0.86080 -3.01827 -2.85023 0.16 -0.05 -0.26
H 0.71066 -3.68863 -3.37361 -0.01 0.14 -0.12
H -0.79881 -4.30594 -4.09963 0.03 0.11 -0.03
O 4.50755 -4.00494 3.71986 0.69 0.27 0.16
S 5.20788 -2.75032 3.82265 -0.21 0.69 0.35
O 6.48557 -2.53754 3.19703 -0.52 -0.50 0.20
O 5.31716 -2.33842 5.38303 -0.40 0.10 -0.83
C 5.88191 -3.27845 6.29694 0.59 -0.58 0.57
C 7.39565 -3.31148 6.19967 0.18 -0.05 -0.28
C 4.11645 -1.44784 3.32555 0.00 0.04 0.14
H 5.45355 -4.27313 6.14330 -0.06 0.13 -0.15
H 5.59430 -2.95540 7.30023 -0.20 0.18 -0.25
H 7.71853 -3.72224 5.24058 -0.03 0.02 0.09
H 7.81933 -3.93173 6.99268 -0.10 0.05 0.00
H 7.81038 -2.30350 6.27566 -0.07 -0.08 0.08
H 3.16248 -1.57172 3.83657 0.09 -0.02 -0.04
H 3.97649 -1.52124 2.24635 0.05 -0.11 0.06
H 4.57199 -0.49084 3.57769 0.01 -0.11 0.00
O -2.15637 2.17435 -4.39220 -0.22 0.31 0.61
S -1.85562 3.26160 -3.50047 0.29 0.62 -0.48
O -2.08851 3.16250 -2.08283 -0.08 -0.27 -0.41
O -2.55906 4.60809 -4.05313 0.82 -0.56 0.21
C -3.96179 4.58325 -4.32011 -1.05 0.02 0.02
C -4.77511 4.68277 -3.04319 0.05 -0.20 0.28
C -0.17960 3.76736 -3.76238 -0.02 0.13 -0.02
H -4.23118 3.69102 -4.89250 0.20 -0.01 0.07
H -4.17839 5.44828 -4.95119 0.37 -0.06 0.02
H -4.65615 3.78598 -2.43103 -0.04 0.05 -0.07
H -5.83705 4.79795 -3.27067 0.09 0.03 -0.06
H -4.44573 5.53226 -2.43983 -0.06 0.00 -0.13
H -0.01186 3.89350 -4.83108 -0.07 -0.03 0.09
H 0.47100 2.98562 -3.36974 -0.17 -0.04 -0.01
H -0.00506 4.70057 -3.22779 -0.07 -0.08 -0.03
O -1.79826 2.16771 2.88145 0.43 0.35 0.19
S -1.40593 3.55483 2.84859 -0.41 0.76 -0.06
O -0.03750 3.96106 3.02365 -0.50 -0.57 0.03
O -2.33175 4.38646 3.88092 0.23 -0.32 -0.93
C -2.40900 3.94351 5.23599 0.13 -0.20 1.02
C -1.17481 4.34050 6.02401 0.32 -0.06 -0.09
C -2.02470 4.28558 1.36029 -0.09 0.03 0.05
H -2.57754 2.86375 5.28141 0.03 0.06 -0.19
H -3.28535 4.42498 5.67615 -0.01 0.03 -0.37
H -0.29314 3.80141 5.67063 -0.07 0.03 0.04
H -1.30591 4.11527 7.08466 -0.08 0.02 -0.07
H -0.96894 5.40738 5.90905 -0.10 -0.07 0.05
H -3.07646 4.02476 1.24931 0.10 0.00 0.04
H -1.44871 3.88460 0.52571 0.00 -0.05 0.11
H -1.89548 5.36588 1.41641 0.02 -0.10 0.06